(1)
C5H12BrClOSi in the gas phase at a distorted geometry, computed with the ωB97M-V functional and the def2-TZVPD basis.

Last column: natural (NBO) charge in e.
CARTESIAN COORDINATES (ANGSTROEM)
Br 2.637 -1.524 -1.475  -0.44
Cl -0.308 -2.852 -2.647  -0.36
Si 0.244 -1.665 -1.187  1.77
O 0.053 -2.374 0.205  -0.96
C -0.629 2.285 -0.041  -0.38
C 0.066 0.897 0.070  -0.43
C -0.448 0.107 -1.095  -0.90
C -0.316 3.177 1.180  -0.63
C 0.588 -3.560 0.895  -0.24
H -1.806 2.180 -0.205  0.19
H -0.465 0.502 0.929  0.21
H 0.382 -3.518 1.961  0.19
H 0.325 4.126 0.904  0.22
H -0.023 -4.361 0.418  0.20
H -1.307 3.550 1.456  0.21
H -1.551 -0.100 -1.225  0.25
H -0.142 0.603 -2.173  0.24
H 0.061 2.548 1.992  0.21
H -0.219 2.572 -0.931  0.19
H 1.661 -3.499 0.947  0.21
H 1.199 0.905 0.023  0.24

## Properties
**HOMO-LUMO gap**: 10.660 eV
**SMILES string**: CCCC[Si@@](Cl)(Br)OC
**Highest occupied orbital energy**: -0.369 Eh
**Total charge**: 0
**E_LUMO**: 0.633 eV
**Energy relative to the best compared isomer or geometry (same formula, charge and spin)**: 11.9 kcal/mol
**Molecular weight**: 231.59 g/mol

(2)
A molecular structure, C39H39Cl2I2N6OPRu at a distorted geometry, computed with the ωB97M-V functional and the def2-TZVPD basis.

Last column: Mulliken spin population.
CARTESIAN COORDINATES (ANGSTROEM)
I -1.334 -0.365 -5.254  0.00
I 1.678 4.789 -5.731  0.00
Ru 0.476 -0.029 -0.245  -0.03
Cl -0.254 0.818 4.152  0.00
Cl 4.227 0.579 1.073  0.00
P -1.536 1.388 0.225  -0.02
O -0.112 -0.110 -2.333  0.03
N 1.444 -0.232 1.743  0.00
N -0.671 -2.038 -0.059  0.00
N -2.072 -3.731 0.839  0.00
N -2.910 -2.182 -0.666  0.00
N 1.338 1.772 -1.114  0.24
N 2.229 -1.186 -0.913  0.00
C -4.267 -2.421 -0.231  0.00
C 0.229 0.938 -3.029  0.07
C -3.682 4.065 -1.990  0.00
C 1.701 -1.928 3.456  0.01
C -2.775 -1.331 -1.836  0.00
C 1.979 -3.218 3.853  0.00
C -2.542 -4.928 0.158  0.00
C 2.798 -0.818 -2.065  0.00
C -5.291 2.569 -1.031  0.00
C 3.857 2.258 3.110  0.00
C -1.099 -4.025 1.873  0.00
C 1.471 3.094 -3.176  -0.12
C 3.134 2.860 4.126  0.00
C -4.269 1.871 -0.401  0.00
C 1.847 2.429 4.381  0.00
C -2.404 0.426 1.526  0.00
C 1.296 1.405 3.624  0.00
C 1.809 -1.508 2.108  0.00
C 2.096 2.711 -0.488  0.12
C 2.382 -4.171 2.919  0.00
C 1.074 3.169 -4.528  -0.03
C 3.278 1.255 2.355  0.01
C 2.330 -2.455 1.193  0.00
C -0.821 2.806 1.150  0.06
C 1.962 0.778 2.554  -0.01
C -5.003 3.670 -1.821  0.00
C 2.265 4.047 -2.488  0.53
C 4.711 -2.169 -1.668  0.00
C -0.129 1.115 -4.380  0.00
C 4.124 -2.559 -0.484  0.01
C -2.943 2.270 -0.545  0.00
C 4.028 -1.282 -2.485  0.00
C 1.022 1.957 -2.445  0.10
C 2.870 -2.055 -0.122  0.00
C 2.563 -3.771 1.611  0.00
C 0.282 2.204 -5.127  0.02
C -1.818 -2.612 0.032  0.00
C -2.663 3.363 -1.368  0.01
C 2.562 3.829 -1.127  -0.03
H -1.700 -5.563 -0.147  0.00
H -1.552 -4.713 2.590  0.00
H -1.645 -0.126 2.070  0.00
H 5.697 -2.525 -1.939  0.00
H 1.264 2.856 5.185  0.00
H -0.818 -3.114 2.398  0.00
H -6.317 2.244 -0.905  0.00
H -1.731 -1.088 -2.023  0.00
H -3.184 -5.510 0.824  0.00
H 2.315 2.527 0.556  0.04
H -1.567 3.288 1.787  0.01
H 0.065 -2.595 0.357  0.00
H 2.632 4.922 -3.003  0.04
H 2.568 -5.196 3.213  0.00
H -3.334 -0.402 -1.697  0.00
H -3.109 -4.663 -0.730  0.00
H -4.813 -3.048 -0.945  0.00
H -5.801 4.214 -2.312  0.00
H 1.363 -1.208 4.191  0.00
H -2.982 1.059 2.204  0.00
H -1.633 3.658 -1.535  0.00
H -0.009 2.295 -6.164  0.01
H 4.443 -0.941 -3.422  0.00
H 1.859 -3.493 4.895  0.00
H 4.872 2.562 2.894  0.00
H -4.800 -1.467 -0.162  0.00
H 3.164 4.542 -0.577  0.00
H 4.643 -3.212 0.203  0.00
H 2.912 -4.489 0.876  0.00
H -4.519 1.021 0.220  0.00
H -0.191 -4.495 1.481  0.00
H -3.178 -1.843 -2.716  0.00
H -4.278 -2.899 0.744  0.00
H -0.421 3.530 0.439  -0.03
H 0.010 2.440 1.743  -0.03
H -3.061 -0.306 1.055  0.00
H 2.235 -0.130 -2.674  -0.01
H 3.578 3.642 4.728  0.00
H -3.445 4.916 -2.615  0.00

## Properties
**HOMO-LUMO gap (alpha / beta)**: 3.931 / 5.903 eV
**Highest occupied orbital energy (alpha / beta)**: -0.060 / -0.133 Eh
**Total charge**: -1
**E_LUMO (alpha / beta)**: 2.292 / 2.292 eV
**Energy relative to the best compared isomer or geometry (same formula, charge and spin)**: 21.5 kcal/mol
**Multiplicity**: 2
**Molecular weight**: 1064.54 g/mol

(3)
A molecular structure, C53H49BN9O2Os at a distorted geometry, computed with the ωB97M-V functional and the def2-TZVPD basis.

Last column: Löwdin charge in e.
CARTESIAN COORDINATES (ANGSTROEM)
Os -0.309 0.504 0.238  1.26
O 2.357 3.269 1.358  0.08
O 2.372 -3.128 -1.521  0.09
N -2.263 1.176 0.848  0.01
N -3.141 0.205 1.186  0.03
N -2.438 -1.552 -0.537  0.03
N 0.382 -2.058 -1.463  0.21
N -1.636 -0.547 -1.196  0.01
N 0.567 1.849 1.520  -0.07
N -1.551 -1.638 1.828  0.03
N -0.350 -1.060 1.600  -0.02
N 1.720 0.112 -0.138  0.00
C 1.001 1.809 -3.796  -0.08
C -5.446 -0.012 2.166  -0.01
C 4.244 -2.377 2.583  -0.07
C 0.355 2.553 -4.767  -0.06
C -0.146 5.102 1.272  0.02
C -2.325 3.753 0.861  -0.34
C -1.400 -2.682 2.676  -0.26
C 0.673 4.044 -1.180  -0.07
C -0.380 -3.626 -4.676  0.00
C 0.577 -1.731 2.292  -0.21
C 2.379 -0.921 -0.684  -0.17
C -1.502 -4.327 -4.386  0.04
C 4.714 -1.171 3.079  -0.07
C 1.417 -1.997 -4.228  0.01
C 1.208 5.248 -0.714  -0.06
C -1.088 0.759 -3.187  -0.17
C -0.746 3.792 0.879  -0.30
C -2.816 -2.566 -2.977  -0.31
C -2.373 -1.240 -3.449  0.08
C -0.297 1.624 4.157  -0.02
C -2.508 -3.539 3.165  -0.01
C 0.280 0.937 -2.998  -0.08
C -0.245 3.343 -0.459  -0.07
C -2.288 -3.982 -3.228  -0.08
C -0.300 -2.630 -2.445  -0.15
C 3.768 -0.936 -0.800  0.02
C -4.276 0.753 1.674  -0.25
C 0.783 5.749 0.522  -0.07
C -2.859 4.669 1.927  -0.05
C 4.523 0.143 -0.384  -0.01
C -4.122 2.121 1.631  0.05
C -4.305 -2.630 -2.616  0.00
C -2.876 4.222 -0.498  -0.01
C -1.017 2.431 -4.920  -0.05
C -2.568 4.564 3.241  -0.09
C 1.787 2.227 1.078  -0.50
C -1.667 -3.133 -2.122  -0.18
C -0.060 -2.771 2.983  0.05
C -1.734 1.533 -4.150  -0.03
C -2.843 2.353 1.113  -0.19
C -0.834 2.716 3.264  -0.20
C 2.504 -0.258 2.903  -0.03
C -1.975 -2.987 -0.666  -0.01
C -1.742 3.591 3.846  -0.02
C 0.192 -2.716 -3.767  -0.10
C 3.848 1.208 0.181  0.03
C 2.908 -2.531 2.261  -0.04
C 1.707 -2.129 -1.290  -0.45
C -1.768 -0.395 -2.544  -0.22
C 2.470 1.135 0.315  -0.18
C 3.842 -0.105 3.217  -0.06
C 2.016 -1.474 2.438  -0.17
C -0.323 2.780 1.971  -0.16
B -2.791 -1.258 1.032  -0.48
H 0.421 -3.472 3.631  0.12
H -4.506 -3.211 -1.717  0.10
H -3.959 4.318 -0.436  0.09
H 2.072 1.883 -3.675  0.12
H -2.798 1.426 -4.305  0.12
H 4.917 -3.209 2.451  0.11
H -1.081 -3.125 -0.062  0.13
H -2.454 5.191 -0.760  0.10
H 1.592 -1.075 -3.682  0.07
H -3.704 -1.945 1.312  0.13
H 0.991 3.667 -2.141  0.09
H -3.055 5.246 3.927  0.11
H -2.775 -3.635 -0.312  0.14
H -2.972 -4.093 2.352  0.08
H 1.310 -1.760 -5.286  0.10
H 4.333 2.096 0.557  0.13
H 0.147 -3.795 -5.602  0.13
H 1.203 6.672 0.887  0.11
H 0.919 3.215 -5.407  0.11
H -0.857 1.581 5.087  0.08
H -1.839 3.509 4.921  0.11
H 5.596 0.143 -0.480  0.12
H -1.527 3.025 -5.664  0.11
H 4.193 0.852 3.572  0.12
H -0.702 2.442 -0.897  0.07
H -3.280 -2.941 3.643  0.09
H -1.865 -5.113 -5.027  0.13
H -3.525 5.452 1.599  0.12
H -2.112 -4.250 3.884  0.09
H -2.653 3.517 -1.297  0.08
H 0.791 0.337 -2.261  0.06
H -2.556 -0.906 -4.458  0.13
H -5.177 -0.631 3.018  0.09
H 2.553 -3.470 1.864  0.12
H -0.428 5.491 2.236  0.12
H -3.018 -4.724 -2.930  0.16
H 1.938 5.780 -1.301  0.10
H 1.831 0.569 3.037  0.08
H 4.213 -1.824 -1.221  0.12
H -4.732 -1.631 -2.513  0.10
H -3.340 -1.530 -1.018  0.13
H 0.750 1.794 4.396  0.09
H -4.821 2.865 1.950  0.12
H -0.384 0.657 3.662  0.06
H -4.838 -3.114 -3.435  0.10
H -6.219 0.682 2.478  0.09
H 5.752 -1.065 3.356  0.11
H 2.302 -2.624 -4.109  0.11
H -5.851 -0.660 1.393  0.08

## Properties
**HOMO-LUMO gap**: 2.277 eV
**Highest occupied orbital energy**: -0.281 Eh
**Total charge**: +1
**E_LUMO**: -5.360 eV
**Molecular weight**: 1045.08 g/mol

(4)
2 unconnected molecules or ions with the total composition C32H59BFNO5Si at a distorted geometry, computed with the ωB97M-V functional and the def2-TZVPD basis.

Last column: Löwdin charge in e.
CARTESIAN COORDINATES (ANGSTROEM)
Si -1.367 1.062 -0.231  0.73
F 2.822 -3.428 -8.900  0.08
O 1.276 -2.489 -7.545  0.14
O 0.815 -4.210 -6.211  0.07
O 4.904 -0.861 -1.120  -0.18
O 0.647 1.432 1.924  0.08
O -0.442 -2.348 -6.087  0.18
N 1.643 1.778 -0.231  -0.11
C -2.699 2.205 0.473  -0.25
C -1.396 -1.350 1.446  -0.19
C 2.400 -3.346 -7.617  -0.31
C -0.617 -5.534 0.865  -0.10
C -1.904 -3.790 1.884  -0.04
C 3.843 -0.313 -1.877  -0.21
C 2.797 2.166 0.604  -0.10
C -2.333 0.407 -2.891  -0.24
C -1.120 -2.825 1.277  -0.24
C -2.344 3.700 0.562  -0.25
C 1.424 2.776 -1.302  -0.08
C -2.584 4.277 1.960  -0.22
C 2.109 -1.563 -3.333  -0.20
C -0.926 2.815 6.315  -0.21
C -1.363 1.312 -2.115  -0.25
C 0.875 -0.777 -3.791  -0.20
C -1.935 -0.708 0.144  -0.22
C -0.051 1.770 5.609  -0.20
C 1.840 -4.657 -7.104  -0.05
C 2.607 -1.229 -1.921  -0.16
C -0.784 0.608 4.936  -0.26
C -2.099 3.368 5.514  -0.21
C 4.846 -0.512 0.243  -0.11
C -1.712 -0.807 -3.606  -0.19
C -1.162 -0.527 5.907  -0.09
C 0.450 -2.957 -6.568  -0.54
C -1.681 4.322 4.380  -0.17
C -0.363 -1.292 -3.072  -0.22
C -1.654 -5.137 1.681  -0.09
C -1.649 3.650 2.987  -0.21
C 0.182 -4.579 0.260  -0.08
C -0.072 -3.236 0.465  -0.04
B 0.466 1.483 0.553  -0.59
H 1.393 -5.228 -7.918  0.14
H 1.813 -0.749 -1.343  0.09
H -2.181 -0.869 5.730  0.07
H -0.337 -2.379 -3.177  0.11
H -2.142 -1.249 2.236  0.11
H 4.232 -0.177 -2.887  0.12
H -0.110 0.193 4.183  0.09
H -2.398 5.353 1.928  0.11
H -2.414 -1.639 -3.527  0.11
H -1.938 2.607 3.120  0.08
H 2.564 -5.269 -6.575  0.14
H 0.545 -2.489 -0.019  0.10
H -0.175 1.239 2.384  0.04
H 2.605 3.088 1.157  0.10
H -1.669 0.937 4.394  0.08
H 1.054 0.280 -3.566  0.10
H -0.240 -1.060 -2.015  0.07
H -3.586 2.050 -0.147  0.08
H -1.738 -1.365 -0.700  0.06
H 2.928 -1.440 -4.048  0.10
H 3.566 0.676 -1.495  0.09
H -2.382 5.155 4.350  0.10
H -0.637 3.695 2.584  0.11
H 3.206 -2.927 -7.010  0.17
H 4.931 0.571 0.378  0.07
H -0.681 4.697 4.596  0.11
H -0.520 -1.392 5.748  0.07
H 0.594 1.327 6.373  0.11
H -2.974 1.821 1.460  0.07
H -3.630 4.098 2.222  0.12
H -2.723 -3.486 2.523  0.11
H -2.292 -5.867 2.159  0.10
H -3.154 0.069 -2.255  0.09
H -2.734 3.924 6.209  0.10
H -0.357 1.279 -2.524  0.04
H -3.026 -0.666 0.219  0.08
H -0.282 3.652 6.593  0.11
H -2.810 1.018 -3.660  0.10
H 1.832 -2.622 -3.351  0.10
H -1.698 2.345 -2.257  0.08
H 5.682 -0.992 0.745  0.09
H 0.624 2.253 4.900  0.10
H 0.451 3.261 -1.249  0.07
H -0.421 -6.582 0.692  0.10
H -0.473 -0.881 1.786  0.09
H -1.606 -0.624 -4.674  0.10
H 0.997 -4.874 -0.385  0.10
H 2.192 3.545 -1.258  0.09
H 3.057 1.367 1.291  0.07
H -1.069 -0.216 6.945  0.07
H 2.865 -2.142 -1.383  0.11
H -1.299 2.406 7.258  0.10
H -1.297 3.888 0.305  0.09
H -2.729 2.568 5.124  0.10
H 3.655 2.349 -0.044  0.08
H -2.957 4.255 -0.149  0.11
H 1.493 2.315 -2.289  0.07
H 3.922 -0.864 0.712  0.09
H 0.790 -0.887 -4.865  0.09

## Properties
**HOMO-LUMO gap**: 9.542 eV
**SMILES string**: CCCCCCCCCC[Si@](CCCCCCCCOC)(CCc1ccccc1)B(O)N(C)C.O=C1OC[C@@H](F)O1
**Highest occupied orbital energy**: -0.327 Eh
**Total charge**: 0
**E_LUMO**: 0.631 eV
**Molecular weight**: 595.72 g/mol